Molecular formula: C3H8N2OS
Method: DFT, wB97M-V/def2-TZVPD

Each atom is followed by the atoms it is bonded to, with distances in Å.
Cartesian coordinates (Å):
1 C 1.93642 0.67753 1.88536  C2 1.469, H8 1.211, H9 1.171, H10 1.237
2 C 1.77792 -0.30862 0.80794  C1 1.469, N3 1.391, H11 1.163, H12 1.125
3 N 0.93419 0.13670 -0.20401  C2 1.391, C4 1.357, H13 1.010
4 C -0.39255 -0.13188 -0.29189  N3 1.357, S5 1.766, N6 1.413
5 S -1.38567 -1.02206 0.86633  C4 1.766
6 N -1.05075 0.10369 -1.52002  C4 1.413, O7 1.433, H14 1.046
7 O -0.63148 1.12167 -2.43662  N6 1.433, H15 1.069
8 H 2.17759 0.28819 3.00665  C1 1.211
9 H 2.60504 1.51923 1.42007  C1 1.171
10 H 0.86640 1.29762 1.91337  C1 1.237
11 H 1.37741 -1.26820 1.32834  C2 1.163
12 H 2.75223 -0.33375 0.24683  C2 1.125
13 H 1.32500 0.40864 -1.09507  N3 1.010
14 H -2.07800 0.25527 -1.39051  N6 1.046
15 H -0.91799 2.10771 -2.13814  O7 1.069

## Properties
**E**: -19100.5622 eV
**LUMO level**: 0.3 eV
**Energy above the lowest of the compared OMol25 structures with the same formula, charge and spin**: 90.9 kcal per mole
**E_HOMO**: -0.310 Ha
**2S+1**: 1
**SMILES string**: CCNC(=S)NO